(1)
Entry from OMol25: a structure of composition C13H33N3O13PS2V in a non-equilibrium geometry (ωB97M-V/def2-TZVPD).

ORCA input file:
```
! RIJCOSX wB97M-V def2-TZVPD def2/J DEFGRID3
* xyz 0 3
O -1.5607 -1.3205 1.0302
V -1.1569 -2.8697 0.6677
O -5.4286 -3.9027 1.0719
C -4.1802 -4.4446 0.9363
O -3.1465 -3.6307 0.7620
O -4.0763 -5.6495 1.1331
H -6.0658 -4.6151 0.9822
O 0.5810 -6.5233 -1.0424
C -0.1615 -5.7895 -0.2330
O -0.9880 -6.3287 0.5816
O -0.1735 -4.5827 -0.3053
H 0.1668 -7.3522 -0.7917
O -0.6972 -3.9624 4.7451
C -1.0529 -4.2861 3.5402
O -0.5477 -3.4859 2.7444
O -1.8358 -5.1795 3.1843
H 0.0605 -3.4119 4.5346
O 1.5454 2.8538 2.3017
P 1.0065 3.6746 1.2450
N 0.0445 4.9573 1.8205
C -1.2077 5.5434 1.2443
C 0.2483 5.4358 3.1591
N 0.2259 2.8840 -0.0104
C 0.8753 1.7687 -0.8119
C -1.2000 2.5591 0.1520
N 2.2535 4.4984 0.3039
C 3.6301 3.9254 0.2709
C 1.9398 5.4070 -0.7929
H -2.0657 5.1409 1.7828
H -1.2439 5.5602 0.1550
H -1.1334 6.6076 1.4682
H 0.3563 6.5158 3.2592
H 1.0820 5.0167 3.7225
H -0.6033 5.2234 3.8054
H 1.8916 2.0265 -1.1098
H 0.9204 0.7782 -0.3592
H 0.2619 1.7165 -1.7114
H -1.7618 3.2090 0.8229
H -1.5495 2.7870 -0.8550
H -1.3475 1.5008 0.3671
H 3.8987 3.2678 1.0977
H 3.7283 3.4014 -0.6798
H 4.4624 4.6189 0.1505
H 1.6559 4.9583 -1.7448
H 2.7249 6.0659 -1.1638
H 1.1208 6.0616 -0.4948
C 2.8472 -3.1950 -1.1362
S 1.7179 -1.7634 -0.8239
O 0.9716 -2.0068 0.5015
C 3.2636 -0.7855 -0.3337
H 3.5473 -2.7762 -1.8591
H 2.2962 -4.0251 -1.5782
H 3.6714 -3.5384 -0.5110
H 3.3548 0.2092 -0.7702
H 4.2186 -1.3085 -0.3825
H 3.1242 -0.5652 0.7247
C -1.4447 -0.7980 -3.7839
S -1.3125 -2.3868 -2.8378
O -1.4822 -2.1257 -1.3257
C -2.7606 -3.3051 -3.5347
H -2.4676 -0.4320 -3.8714
H -1.2404 -1.0418 -4.8264
H -0.7697 -0.0099 -3.4501
H -2.3723 -3.9128 -4.3520
H -3.6078 -2.7033 -3.8637
H -3.0511 -4.1584 -2.9219
*
```

Properties
⟨S²⟩: 2.08
Lowest unoccupied orbital energy (spin up / spin down) in eV: -0.142 / -3.611
Orbital gap (spin up / spin down) in eV: 8.052 / 4.558

Atomic partial charges in e from the Löwdin method, atoms 1 to 8: number 1, O, carries -0.29; number 2, V, carries 1.06; number 3, O, carries 0.08; number 4, C, carries -0.70; number 5, O, carries -0.14; number 6, O, carries 0.03; number 7, H, carries 0.10; number 8, O, carries 0.15


(2)
Entry from OMol25: a cluster of 3 separate species, C3H12NO3S in total in a non-equilibrium geometry (ωB97M-V/def2-TZVPD).

ORCA input file:
```
! RIJCOSX wB97M-V def2-TZVPD def2/J DEFGRID3
* xyz -1 1
C 0.1574 -0.1433 0.0317
C 0.6176 -1.5989 -0.0111
S 2.3353 -1.7678 0.7430
N -1.0866 -0.0443 -0.7413
C -1.6822 1.3134 -0.7381
O -0.8813 2.2484 -1.3071
H 0.8960 0.6398 -0.2071
H 0.0409 0.2007 1.0848
H 0.0231 -2.1806 0.6804
H 0.7289 -1.8623 -1.0701
H 3.0104 -1.6879 -0.4176
H -0.7810 -0.2319 -1.6921
H -1.9210 1.6249 0.3050
H -2.6693 1.2199 -1.2872
H 0.3252 2.7280 -0.2543
H 0.5774 4.0956 0.3021
O 1.0028 3.2226 0.3118
H -1.9862 -1.7014 0.1527
H -2.9747 -1.0761 1.0531
O -2.6107 -1.9533 0.8615
*
```

Properties
Energy above the lowest of the compared OMol25 structures with the same formula, charge and spin in eV: 0.6813
Lowest unoccupied orbital energy in eV: 3.059
Orbital gap in eV: 6.759

Atomic partial charges in e from the Löwdin method, atoms 1 to 8: number 1, C, carries -0.35; number 2, C, carries -0.51; number 3, S, carries 0.63; number 4, N, carries -0.10; number 5, C, carries -0.50; number 6, O, carries -0.32; number 7, H, carries 0.09; number 8, H, carries 0.12


(3)
Entry from OMol25: a cluster of 3 separate species, C2H12N2O2 in total in a non-equilibrium geometry (ωB97M-V/def2-TZVPD).

ORCA input file:
```
! RIJCOSX wB97M-V def2-TZVPD def2/J DEFGRID3
* xyz 0 1
N 0.0500 2.1771 -1.0751
C 0.4970 0.7899 -1.0120
C -0.6622 -0.2053 -1.1725
N -0.1451 -1.5994 -1.1887
H 0.2844 2.6894 -0.2336
H 0.5738 2.6635 -1.7960
H 1.1624 0.5765 -1.8446
H 1.0483 0.5419 -0.1002
H -1.1678 0.0878 -2.0889
H -1.3777 -0.0802 -0.3556
H 0.8690 -1.4884 -1.1446
H -0.3623 -2.0543 -2.0657
O -1.1388 0.6876 2.5019
H -0.5259 0.9753 1.8124
H -1.9921 0.8464 2.0815
O 1.3515 -1.8127 1.3629
H 0.4887 -1.7520 0.9292
H 1.1878 -1.7380 2.3070
*
```

Properties
Energy above the lowest of the compared OMol25 structures with the same formula, charge and spin in eV: 0.6607
SMILES: NCCN.O.O
Lowest unoccupied orbital energy in eV: 0.738
Orbital gap in eV: 10.367

Atomic partial charges in e from the Löwdin method, atoms 1 to 8: number 1, N, carries 0.00; number 2, C, carries -0.31; number 3, C, carries -0.27; number 4, N, carries -0.01; number 5, H, carries 0.06; number 6, H, carries 0.07; number 7, H, carries 0.11; number 8, H, carries 0.10


(4)
Entry from OMol25: a cluster of 6 separate species, C24H63ClN5O11 in total in a non-equilibrium geometry (ωB97M-V/def2-TZVPD).

ORCA input file:
```
! RIJCOSX wB97M-V def2-TZVPD def2/J DEFGRID3
* xyz 0 2
Cl 1.1498 -0.0076 1.3788
O 2.5803 -0.1804 1.4704
O 0.6466 0.0077 2.7443
O 0.9077 1.2507 0.7111
O 0.6424 -1.0595 0.6348
C 6.3975 2.7935 -4.8753
O 6.1626 2.1368 -3.6854
C 5.6371 2.8494 -2.5604
C 4.0174 2.9910 -2.7334
N 3.5044 1.7537 -3.2599
C 3.3330 0.7785 -2.1663
C 3.1088 -0.6877 -2.6103
O 1.8937 -0.8445 -3.4796
C 1.2935 -2.1356 -3.3057
H 7.2912 2.3571 -5.3215
H 6.6474 3.8436 -4.7238
H 5.5773 2.9047 -5.5844
H 5.9406 3.8856 -2.4109
H 6.0056 2.2530 -1.7257
H 3.9266 3.7397 -3.5203
H 3.4845 3.3798 -1.8656
H 4.3645 1.4941 -3.7213
H 2.4678 1.0552 -1.5638
H 4.1699 0.9235 -1.4832
H 2.7987 -1.2096 -1.7051
H 4.0470 -1.1239 -2.9530
H 1.9501 -2.9858 -3.1208
H 0.5511 -2.3405 -4.0771
H 0.6920 -2.0508 -2.4007
C 0.8018 -1.1998 6.3917
O -0.4772 -1.2305 5.7922
C -1.1940 -2.4352 5.9379
C -2.5069 -2.4451 5.2230
N -2.0882 -2.1743 3.8900
C -3.2061 -1.6041 3.0532
C -4.3789 -2.5558 2.9111
O -5.4985 -2.0228 2.1984
C -5.1425 -1.7570 0.7941
H 0.6725 -1.2497 7.4729
H 1.2908 -0.2515 6.1690
H 1.4297 -2.0313 6.0714
H -1.4075 -2.4354 7.0068
H -0.5136 -3.2081 5.5804
H -3.0819 -1.6460 5.6909
H -2.9717 -3.4309 5.2045
H -1.3474 -1.5102 4.0642
H -2.7288 -1.2533 2.1382
H -3.5977 -0.7381 3.5867
H -4.7104 -2.4987 3.9478
H -4.2620 -3.6395 2.9076
H -5.5333 -2.6527 0.3112
H -4.0752 -1.6342 0.6099
H -5.7952 -0.9796 0.3969
C -2.0764 3.6253 2.0381
C -1.3045 4.1735 0.8233
C -1.9015 5.5113 0.3389
O -1.2319 6.1474 -0.7256
C -2.0428 7.0318 -1.5115
N 0.1228 4.2787 1.1237
H -1.5593 2.7116 2.3310
H -3.0918 3.4185 1.7000
H -2.0296 4.4289 2.7731
H -1.4489 3.5213 -0.0379
H -1.8660 6.1807 1.1984
H -2.9554 5.4844 0.0619
H -2.9500 7.4826 -1.1093
H -2.4252 6.5366 -2.4041
H -1.5643 7.8867 -1.9892
H 0.4939 3.3395 1.1418
H 0.3423 4.4489 2.0948
C 0.3989 -5.9720 1.6862
C 0.7041 -4.6211 1.0277
C 1.8214 -4.5634 -0.0601
O 3.1610 -4.7957 0.4575
C 3.8313 -3.6222 0.9718
N -0.5415 -4.1588 0.5847
H 1.3321 -6.5291 1.7693
H -0.1823 -6.5645 0.9796
H -0.0782 -5.7906 2.6493
H 0.9714 -3.9305 1.8275
H 1.7062 -3.5733 -0.5011
H 1.6254 -5.2987 -0.8405
H 3.2109 -3.0652 1.6738
H 3.8936 -3.0230 0.0634
H 4.9009 -3.7336 1.1502
H -1.3176 -4.3674 1.1964
H -0.5221 -3.1518 0.5089
C -2.1390 -0.7473 -1.3727
C -1.6425 0.0308 -2.6923
C -2.6753 0.9878 -3.2396
O -2.1633 1.5729 -4.4570
C -3.3079 1.9365 -5.2924
N -0.3162 0.6932 -2.4090
H -2.3597 0.0195 -0.6302
H -1.3160 -1.3344 -0.9651
H -3.0273 -1.3462 -1.5734
H -1.4543 -0.6467 -3.5252
H -3.0093 1.8650 -2.6855
H -3.6008 0.4555 -3.4591
H -3.8415 2.8346 -4.9810
H -4.2162 1.3348 -5.3257
H -2.9832 2.2264 -6.2917
H -0.4301 1.4242 -1.7215
H 0.1897 0.0594 -1.8069
*
```

Properties
⟨S²⟩: 0.75
Lowest unoccupied orbital energy (spin up / spin down) in eV: -0.188 / -5.308
Orbital gap (spin up / spin down) in eV: 8.000 / 2.880

Atomic partial charges in e from the Löwdin method, atoms 1 to 8: number 1, Cl, carries 0.60; number 2, O, carries -0.38; number 3, O, carries -0.34; number 4, O, carries -0.38; number 5, O, carries -0.35; number 6, C, carries -0.11; number 7, O, carries -0.19; number 8, C, carries -0.11


(5)
Entry from OMol25: a structure of composition C32H21Cl4F3NO3S4SbV in a non-equilibrium geometry (ωB97M-V/def2-TZVPD).

ORCA input file:
```
! RIJCOSX wB97M-V def2-TZVPD def2/J DEFGRID3
* xyz -2 4
V 0.1166 0.0902 -0.4470
Cl 4.3227 -5.1127 0.6069
C 3.0402 -4.1083 0.0370
C 2.2146 -4.5513 -0.9781
Cl 2.4506 -6.1215 -1.6602
C 1.1582 -3.7522 -1.4102
Cl 0.1234 -4.3000 -2.6805
C 0.9012 -2.4994 -0.8437
O -0.1296 -1.7853 -1.0950
C 1.8592 -1.9845 0.1017
O 1.6986 -0.7600 0.4891
C 2.8543 -2.8323 0.5743
Cl 3.8726 -2.2830 1.8673
O -3.6804 5.7670 0.5569
C -3.0352 4.7517 0.4667
S -3.6986 3.1941 -0.0187
C -2.1869 2.2741 -0.0077
C -1.0795 2.9550 0.3604
S 0.5192 2.3159 0.3850
S -1.3176 4.6506 0.8156
S -2.2099 0.6284 -0.5168
F -2.5064 3.9755 6.8124
C -1.9378 3.0884 5.9451
C -2.2088 1.7423 6.0954
C -1.6370 0.8487 5.2070
C -0.7748 1.2791 4.2093
C -0.5346 2.6425 4.0823
C -1.1111 3.5594 4.9435
Sb 0.0829 -0.0688 2.6843
C 2.0911 0.4432 3.3809
C 2.7008 1.6068 2.9331
C 3.9633 1.9695 3.3762
C 4.6120 1.1502 4.2772
F 5.8440 1.5132 4.7446
C 4.0498 -0.0318 4.7141
C 2.7908 -0.3792 4.2510
C -0.0632 -1.8685 3.9631
C 0.1117 -1.9122 5.3402
C -0.0340 -3.0974 6.0417
C -0.3561 -4.2444 5.3418
F -0.5144 -5.4097 6.0321
C -0.5290 -4.2442 3.9724
C -0.3817 -3.0444 3.2966
H -2.8562 1.4113 6.8949
H -1.8594 -0.2050 5.2987
H 0.0989 2.9958 3.2793
H -0.9349 4.6202 4.8459
H 2.2045 2.2298 2.2032
H 4.4447 2.8697 3.0231
H 4.5965 -0.6708 5.3915
H 2.3670 -1.3186 4.5686
H 0.3628 -1.0083 5.8757
H 0.1010 -3.1462 7.1128
H -0.7684 -5.1642 3.4593
H -0.5171 -3.0240 2.2203
C -1.6665 -0.6068 -4.4962
C -0.4170 0.2700 -4.6812
C 0.6249 -0.4718 -5.5326
C -0.7880 1.6000 -5.3532
C 0.0889 0.5011 -3.3320
N 0.2498 0.5213 -2.1748
H -2.1188 -0.8474 -5.4589
H -2.3900 -0.0844 -3.8742
H -1.3911 -1.5261 -3.9842
H 0.2050 -0.6931 -6.5143
H 0.9083 -1.4066 -5.0542
H 1.5180 0.1371 -5.6625
H -1.2423 1.4166 -6.3277
H 0.1011 2.2131 -5.4878
H -1.4957 2.1479 -4.7358
*
```

Properties
⟨S²⟩: 3.78
Lowest unoccupied orbital energy (spin up / spin down) in eV: 4.094 / 4.085
Orbital gap (spin up / spin down) in eV: 5.166 / 5.617

Atomic partial charges in e from the Löwdin method, atoms 1 to 8: number 1, V, carries 0.22; number 2, Cl, carries 0.60; number 3, C, carries -0.74; number 4, C, carries -0.74; number 5, Cl, carries 0.60; number 6, C, carries -0.63; number 7, Cl, carries 0.64; number 8, C, carries -0.41


(6)
Entry from OMol25: a structure of composition C35H45N11RhS in a non-equilibrium geometry (ωB97M-V/def2-TZVPD).

ORCA input file:
```
! RIJCOSX wB97M-V def2-TZVPD def2/J DEFGRID3
* xyz 3 5
Rh -19.7620 9.9267 2.3776
C -16.5573 9.9419 4.6592
N -16.1848 10.5722 3.3236
C -14.7196 10.7692 3.1350
C -17.1017 11.0293 2.5361
N -18.3055 11.3009 2.9974
C -18.3333 12.2460 4.0052
C -17.6114 13.3762 3.8733
C -17.4350 14.3304 4.8993
C -18.2621 14.2999 6.0068
C -19.2200 13.2293 6.0601
C -19.9712 13.2256 7.3346
C -20.8395 12.1176 7.4194
C -21.0363 11.1525 6.4706
C -20.3851 11.1862 5.2851
N -20.7876 10.3214 4.2861
C -22.0715 9.9276 4.3775
N -23.0212 10.8444 4.1834
C -24.3340 10.8440 4.9381
C -22.6103 12.1651 3.7720
N -22.3725 8.6325 4.4648
C -21.2973 7.6617 4.9993
C -23.7366 7.9440 4.2632
C -19.2939 12.1747 5.0587
N -16.8597 11.1491 1.2186
C -16.1449 10.1501 0.5087
C -17.5257 12.1613 0.4171
H -16.2782 10.5769 5.4718
H -16.0146 8.9770 4.7493
H -17.6620 9.6710 4.6005
H -14.3848 11.3959 3.9988
H -14.5495 11.3530 2.1934
H -14.0764 9.8572 3.0680
H -16.7703 13.3780 3.1279
H -16.7527 15.1506 4.7656
H -18.2567 15.0788 6.7650
H -19.7592 13.9137 8.1402
H -21.5621 11.9447 8.2630
H -21.6160 10.2583 6.4902
H -24.3376 10.0202 5.6697
H -25.3329 10.7878 4.2874
H -24.4739 11.7254 5.5861
H -21.8851 11.9364 3.0265
H -22.1210 12.8097 4.5201
H -23.4283 12.7329 3.3312
H -20.8730 7.0744 4.1138
H -21.7736 6.9471 5.7128
H -20.6338 8.3269 5.5140
H -24.3852 8.5197 3.5855
H -24.0678 7.6951 5.2399
H -23.5918 6.9976 3.6442
H -16.0792 9.2543 1.1710
H -15.1618 10.4246 0.1205
H -16.6818 10.0008 -0.4188
H -18.0424 12.8210 1.1462
H -18.1775 11.6230 -0.2670
H -16.7555 12.7405 -0.1681
N -24.9788 7.1445 -1.8661
C -25.4217 6.8322 -3.2107
C -26.6995 6.4303 -3.6862
C -26.7440 6.1229 -5.0496
C -25.5799 6.3679 -5.8504
C -24.3451 6.7335 -5.3934
C -24.3591 7.1269 -4.0587
N -23.2296 7.6784 -3.2560
C -23.7738 7.7983 -2.0900
C -23.0422 8.4035 -1.0361
C -22.8441 7.6161 0.1771
C -21.8949 8.0937 1.0753
N -21.1924 9.2030 0.8249
C -21.2924 9.8347 -0.3083
C -22.1948 9.5041 -1.3465
H -25.6622 7.4978 -1.2161
H -27.5543 6.3791 -3.1126
H -27.7440 5.9517 -5.3503
H -25.6427 6.0339 -6.8790
H -23.4185 6.8470 -5.9056
H -23.2630 6.6228 0.2156
H -21.6203 7.5597 1.9874
H -20.7374 10.7550 -0.4186
H -22.2142 10.1129 -2.2736
S -18.5595 7.8031 2.1878
C -18.1128 7.2804 0.5854
N -18.5450 7.7465 -0.5477
C -18.1063 6.9341 -1.7306
C -17.0133 6.0598 -1.0865
N -17.1860 6.3624 0.3093
H -19.2538 8.4310 -0.6323
H -17.7083 7.5870 -2.5068
H -18.8767 6.4206 -2.2556
H -16.1123 6.3177 -1.4239
H -17.2007 5.0094 -1.3912
H -16.8417 5.8234 1.0877
*
```

Properties
⟨S²⟩: 6.04
Lowest unoccupied orbital energy (spin up / spin down) in eV: -7.536 / -10.566
Orbital gap (spin up / spin down) in eV: 6.518 / 3.485

Atomic partial charges in e from the Löwdin method, atoms 1 to 8: number 1, Rh, carries 0.96; number 2, C, carries 0.02; number 3, N, carries -0.08; number 4, C, carries 0.00; number 5, C, carries -0.52; number 6, N, carries -0.05; number 7, C, carries -0.25; number 8, C, carries 0.01


Question: Number 6 is which compound?
Answer: C35H45N11RhS